Entry 1:
26
Properties=species:S:1:pos:R:3 method="wB97M-V/def2-TZVPD" lumo_ev=-4.16 e_above_lowest_ev=4.1167 orbital_gap_ha=0.3388 charge=+1
C 1.753 0.219 -3.725
C 1.204 -0.364 -2.566
N 0.770 0.225 -1.486
C 0.076 -0.388 -0.327
C 0.868 -1.602 0.136
N 0.093 0.580 0.726
N -1.030 1.479 0.543
C -1.007 0.572 1.685
C -0.562 1.199 2.974
C -2.159 -0.510 1.611
H 1.642 1.266 -3.627
H 1.448 -0.314 -4.595
H 2.811 -0.034 -3.529
H 0.971 -1.456 -2.394
H 0.689 1.244 -1.357
H -0.963 -0.667 -0.720
H 0.504 -1.765 1.219
H 1.879 -1.656 0.212
H 0.492 -2.356 -0.496
H -0.751 2.494 0.812
H 0.496 1.441 2.962
H -0.725 0.532 3.933
H -1.192 2.097 3.071
H -1.906 -1.454 1.209
H -2.957 0.037 1.097
H -2.445 -0.820 2.630

=====

Entry 2:
26
Properties=species:S:1:pos:R:3 method="wB97M-V/def2-TZVPD" lumo_ev="-4.36 / -4.36" e_above_lowest_ev=4.2644 orbital_gap_ha="0.3000 / 0.3000" charge=+1
C 0.913 0.901 -1.407
C 1.391 0.458 -0.165
C 2.736 0.723 0.342
N 0.946 -0.708 0.319
C -0.264 -1.418 0.022
C -0.265 -2.951 0.137
N -1.359 -0.841 -0.105
N -1.488 0.489 0.096
C -2.856 0.924 -0.307
C -0.804 1.234 1.082
H -0.198 0.977 -1.599
H 1.110 0.208 -2.265
H 1.362 1.805 -1.491
H 2.954 0.121 1.174
H 3.009 1.680 0.680
H 3.458 0.602 -0.538
H 1.560 -1.224 0.919
H -0.179 -3.145 1.177
H 0.596 -3.297 -0.391
H -1.126 -3.380 -0.250
H -3.023 1.993 -0.745
H -3.140 0.132 -1.090
H -3.560 0.715 0.476
H -0.568 0.428 1.848
H 0.301 1.583 0.687
H -1.507 1.992 1.394

=====

Entry 3:
28
Properties=species:S:1:pos:R:3 method="wB97M-V/def2-TZVPD" lumo_ev=-5.11 orbital_gap_ha=0.2667 charge=+1
C 2.238 -2.183 0.326
C 1.944 -1.313 -0.876
O 1.955 -1.774 -2.013
N 1.629 0.098 -0.656
C 2.820 0.731 -0.047
C 0.457 0.158 0.218
C -0.377 1.378 -0.109
C -1.612 1.575 0.770
C -2.300 0.304 1.219
S -3.357 -0.525 -0.015
S -4.200 0.955 -1.195
S -2.251 -1.859 -1.106
H 3.036 -1.774 0.932
H 1.381 -2.290 0.979
H 2.542 -3.155 -0.026
H 2.887 1.765 -0.353
H 2.825 0.674 1.039
H 3.707 0.226 -0.404
H 0.717 0.136 1.278
H -0.132 -0.735 0.028
H 0.262 2.243 0.037
H -0.615 1.388 -1.165
H -1.360 2.144 1.656
H -2.311 2.193 0.222
H -1.634 -0.465 1.589
H -2.990 0.532 2.023
H -3.699 0.632 -2.402
H -1.562 -1.060 -1.949

=====

Calculated max |F| in order - 0.112, 0.082, 0.045 hartree/bohr
Calculated energy in order - -440.2305, -440.2250, -1600.5611 hartree